[1]
A molecular structure, C19H50NO22S5V, computed with ωB97M-V/def2-TZVPD.

XYZ file:
```
98
Properties=species:S:1:pos:R:3:forces:R:3
O -5.0046 -2.8854 1.7879 0.12 0.97 0.51
V -4.2287 -1.7155 2.4748 2.84 -1.88 1.51
O -3.9656 -2.1939 4.0160 -1.02 1.50 -3.14
C -1.1174 0.3161 0.2269 -0.07 -1.79 -0.43
C -2.2391 -0.4192 1.0001 0.02 0.77 -0.66
O -2.2356 -0.3705 2.2623 -0.76 -0.46 0.72
O -3.1860 -0.9991 0.3927 0.05 -0.14 0.95
H -1.2004 0.0686 -0.8314 -0.86 1.02 -0.25
H -0.1640 -0.2051 0.3137 0.28 -0.01 1.16
H -0.9754 1.3615 0.5008 -0.30 -0.15 -0.20
C -3.6943 -0.3165 -3.4960 1.16 0.72 -0.68
O -4.2960 0.9460 -3.2262 -0.62 -0.28 0.15
H -3.4909 -0.8557 -2.5709 -0.44 -0.04 -0.12
H -4.1876 -0.8871 -4.2829 -0.56 -0.29 0.50
H -2.7351 -0.0928 -3.9628 0.38 -0.16 0.20
H -4.6390 1.2473 -4.0707 -0.04 0.23 0.07
O -1.9152 -2.3673 -4.7142 0.30 0.73 -1.87
S -1.4707 -1.8012 -5.9876 1.55 -0.07 0.70
O -2.3781 -1.4914 -7.0849 1.42 -0.16 1.89
O -0.5512 -0.4427 -5.6576 -2.68 -0.65 -2.57
C 0.1628 -0.2318 -4.4785 0.44 0.33 1.75
C 1.3316 0.6841 -4.8454 0.35 -1.02 -0.81
C -0.0668 -2.8660 -6.6084 -1.35 0.67 -0.09
H 0.4283 -1.2402 -4.1611 0.67 0.23 0.66
H -0.4255 0.2475 -3.6960 -0.47 -0.18 -0.10
H 1.8980 -0.0056 -5.4713 0.66 0.55 -0.37
H 1.9944 1.0901 -4.0812 -0.45 -0.47 0.48
H 1.0226 1.5426 -5.4417 -0.32 -0.20 -0.01
H 0.3551 -3.3903 -5.7509 0.05 0.24 -0.14
H 0.6130 -2.2011 -7.1413 0.05 -0.08 0.29
H -0.4897 -3.5645 -7.3304 -0.08 -0.05 0.19
O 4.7767 -1.5072 0.9945 -1.18 0.53 0.98
S 3.6092 -1.4339 1.8577 1.54 -2.27 0.69
O 2.4061 -0.8028 1.3577 0.96 -0.92 1.12
O 3.3156 -2.9778 2.3659 -0.24 0.26 -0.60
C 4.3895 -3.9995 2.2891 -0.01 0.80 -0.75
C 4.2259 -5.0198 3.3698 0.09 -0.73 0.45
C 4.0412 -0.9457 3.5712 -1.10 1.66 -0.95
H 5.3746 -3.5501 2.4151 -0.13 0.40 -0.19
H 4.3339 -4.3705 1.2658 0.02 -0.32 0.19
H 3.2021 -5.3658 3.5128 -0.01 0.24 0.12
H 4.7101 -4.7155 4.2977 -0.60 0.47 0.23
H 4.8083 -5.9193 3.1701 -0.01 -0.05 -0.66
H 4.0602 0.1365 3.4421 0.61 0.18 0.55
H 4.9192 -1.3907 4.0394 0.11 -0.02 -0.81
H 3.1857 -1.1296 4.2212 -0.16 -0.25 -0.34
O 2.4354 4.4253 -2.2116 -1.02 -0.13 0.16
S 1.3610 3.5554 -1.8057 -0.24 -2.94 -0.09
O 0.3260 3.0545 -2.7205 1.97 1.20 1.59
O 2.1416 2.0943 -1.2813 -1.87 2.15 -1.70
C 3.4049 2.2132 -0.6717 0.84 -0.85 1.03
C 4.3035 1.0643 -1.1633 -0.16 0.63 0.05
C 0.6109 4.0644 -0.2275 0.09 -0.03 -0.55
H 3.1906 2.1683 0.3960 0.43 0.03 0.27
H 3.9667 3.1156 -0.9129 -0.60 0.35 0.03
H 3.7514 0.1423 -1.3459 -0.05 0.19 -0.22
H 5.1054 0.8051 -0.4720 -0.08 0.25 0.17
H 4.7608 1.5057 -2.0487 0.07 -0.79 -0.38
H 0.4843 5.1460 -0.1803 0.40 -0.04 -0.16
H 1.2584 3.6695 0.5554 -0.06 0.27 -0.07
H -0.3938 3.6490 -0.1506 0.22 -0.31 -0.22
O -2.1569 -3.6141 2.4040 1.61 -1.21 1.01
S -1.0099 -4.4104 2.8779 0.34 1.12 -1.98
O -1.1780 -5.6166 3.6466 0.27 1.45 -0.37
O -0.1913 -4.8972 1.5194 -0.89 0.81 2.31
C -0.2858 -4.0327 0.3820 0.69 -1.04 -2.18
C 1.1071 -4.0202 -0.3197 -1.04 0.30 0.86
C 0.2582 -3.2026 3.6177 -1.30 -0.94 -0.21
H -0.7564 -3.0601 0.5256 0.24 -0.13 0.52
H -0.8901 -4.6120 -0.3161 -0.65 0.46 0.09
H 1.8416 -4.0988 0.4818 0.33 0.13 -0.35
H 1.2140 -3.0984 -0.8916 0.22 -0.04 0.06
H 1.1454 -4.8734 -0.9970 0.32 0.05 0.15
H 0.5978 -2.4485 2.9077 -0.21 -0.45 -0.50
H 1.0943 -3.8004 3.9803 -0.21 0.11 0.09
H -0.2973 -2.6606 4.3831 0.08 -0.33 0.27
O -2.4281 6.3396 1.1968 -0.08 -0.63 -1.21
S -2.8866 5.6910 -0.0182 -0.72 0.04 0.57
O -2.0532 5.6663 -1.2253 -1.42 -0.78 2.42
O -3.4228 4.1403 0.4644 0.37 1.99 -0.15
C -4.1892 4.1124 1.7339 0.82 -1.05 1.09
C -3.4047 3.3738 2.8842 0.74 0.58 -1.17
C -4.4754 6.3931 -0.5239 0.80 0.07 -1.38
H -5.0941 3.5290 1.5644 0.09 0.00 -0.56
H -4.5382 5.0713 2.1172 0.50 0.34 -0.51
H -3.2999 2.3099 2.6714 -0.66 -0.18 0.25
H -3.7731 3.6245 3.8789 -0.51 -0.36 -0.17
H -2.3509 3.6469 2.9391 0.04 0.65 -0.34
H -5.3143 6.3158 0.1678 0.37 -0.26 -0.10
H -4.5932 5.9530 -1.5141 -0.70 -0.87 0.32
H -4.3435 7.4066 -0.9029 0.43 0.41 0.94
C 0.3064 0.9843 3.8244 -0.14 0.10 -1.11
N 1.0592 2.0352 3.0793 1.62 -0.67 1.02
O 0.3625 2.9267 2.6590 0.80 0.53 -0.60
O 2.3050 1.9417 3.0351 -2.21 0.56 -0.32
H -0.7163 1.2464 3.5534 -0.07 -0.39 0.82
H 0.6102 1.0570 4.8687 -0.24 -0.17 -0.16
H 0.5339 0.0394 3.3310 0.21 -0.05 0.36
```
Forces are in eV/Å.

Summary:
Charge   0
HOMO   -9.46 eV
Total energy   -146903.368 eV
LUMO   -2.30 eV
Kohn-Sham gap   7.162 eV

[2]
7 unconnected molecules or ions with the total composition C19H50NO6, computed with ωB97M-V/def2-TZVPD.

XYZ file:
```
76
Properties=species:S:1:pos:R:3:forces:R:3
C 5.9379 1.5953 -2.4241 -0.02 -0.20 0.17
C 5.5443 0.5314 -3.1260 -0.20 0.07 0.19
C 5.9902 -0.8829 -2.8216 -0.71 0.22 -0.01
C 7.5080 -0.9873 -2.6958 -0.06 -0.28 0.30
C 8.0124 -2.4273 -2.4287 -0.23 0.09 0.08
C 6.8944 -3.2981 -1.8292 0.33 0.52 0.31
C 6.1707 -2.4212 -0.8136 -0.07 -0.39 -0.10
N 5.2949 -1.4676 -1.5811 0.28 -0.09 0.34
H 6.0938 1.5393 -1.3476 1.06 -0.17 -0.19
H 6.1358 2.5515 -2.8932 -1.14 0.31 0.18
H 4.8665 0.6524 -3.9652 0.91 0.09 -0.69
H 5.6551 -1.4995 -3.6556 0.02 -0.17 0.13
H 7.8402 -0.3409 -1.8805 -0.07 0.19 -0.13
H 7.9101 -0.5686 -3.6163 0.10 -0.01 0.05
H 8.7838 -2.3660 -1.6597 0.18 -0.02 -0.19
H 8.4597 -2.8741 -3.3143 -0.10 -0.05 -0.01
H 7.3262 -4.1408 -1.2928 -0.11 -0.17 -0.21
H 6.1933 -3.6538 -2.5876 0.03 -0.19 0.08
H 5.5429 -2.9770 -0.1190 -0.09 0.05 -0.07
H 6.8866 -1.8383 -0.2360 -0.08 0.06 0.01
H 4.9666 -0.7225 -0.9586 -0.09 0.12 -0.20
H 4.4768 -1.9939 -1.8865 -0.12 0.22 0.02
C 1.2974 -0.2856 -0.5902 0.28 -0.10 -0.15
C 2.2996 -0.0041 0.5089 -0.17 0.04 -0.02
O 3.1089 1.1359 0.2152 0.17 -0.15 -0.07
H 1.8109 -0.4259 -1.5473 -0.02 0.01 -0.01
H 0.7085 -1.1770 -0.3756 -0.05 0.05 0.06
H 0.6101 0.5494 -0.7008 -0.04 -0.03 0.06
H 3.0067 -0.8318 0.6257 -0.04 -0.03 0.06
H 1.7752 0.1214 1.4591 0.06 -0.01 0.03
H 2.5314 1.9015 0.1237 0.03 -0.01 0.01
C -2.9050 -1.5231 0.6438 0.06 -0.02 -0.09
C -1.9344 -1.1930 1.7613 -0.07 0.12 -0.02
O -1.1561 -0.0357 1.4657 -0.03 0.03 -0.02
H -2.3681 -1.6822 -0.2938 0.00 -0.02 0.01
H -3.4851 -2.4181 0.8745 -0.03 0.03 0.03
H -3.6028 -0.6982 0.4871 -0.02 -0.01 0.04
H -1.2225 -2.0070 1.9126 0.01 0.02 0.03
H -2.4763 -1.0430 2.7007 0.02 -0.09 0.03
H -1.7816 0.6919 1.3419 -0.03 0.07 -0.03
C -3.7760 3.5092 2.9773 -0.12 -0.08 0.19
C -2.8262 3.4116 1.8101 -0.09 0.13 0.06
O -3.1702 2.2787 0.9911 0.14 -0.03 -0.14
H -3.7506 2.6014 3.5822 0.09 0.00 -0.01
H -3.5428 4.3572 3.6219 0.03 0.03 -0.06
H -4.7898 3.6283 2.5947 -0.01 0.10 0.06
H -1.7941 3.2602 2.1261 -0.01 -0.08 -0.01
H -2.8680 4.3214 1.2054 0.03 -0.02 -0.03
H -4.0891 2.4064 0.7208 -0.14 -0.12 0.27
C -1.4259 1.2864 -2.3302 -0.04 0.06 -0.02
C -1.6753 2.7821 -2.2485 -0.14 0.01 0.16
O -2.9476 3.0804 -1.6930 0.04 -0.07 -0.16
H -2.1792 0.7994 -2.9501 0.00 0.04 -0.03
H -0.4392 1.0929 -2.7568 -0.01 -0.07 -0.01
H -1.4709 0.8411 -1.3334 0.02 -0.03 -0.02
H -1.6480 3.2319 -3.2410 -0.02 0.03 0.02
H -0.8964 3.2611 -1.6404 0.08 0.00 -0.10
H -2.9491 2.7137 -0.7956 0.10 0.07 -0.03
C -2.2887 -4.5630 4.0280 -0.06 0.06 -0.02
C -2.8372 -5.5691 3.0348 0.09 0.05 -0.05
O -3.3526 -4.9432 1.8635 0.01 0.04 0.01
H -3.0631 -3.8501 4.3135 -0.01 -0.02 0.02
H -1.9231 -5.0604 4.9273 0.01 0.00 0.00
H -1.4606 -3.9985 3.5908 0.03 -0.03 0.02
H -3.6709 -6.1209 3.4663 0.00 -0.01 -0.02
H -2.0612 -6.2916 2.7593 -0.03 -0.05 0.04
H -2.6333 -4.4603 1.4438 -0.02 -0.04 0.00
C -8.3498 2.9920 0.8496 0.08 -0.06 0.03
C -7.5163 4.2569 0.8332 -0.02 -0.04 -0.05
O -6.1300 3.9862 0.6069 0.10 -0.22 -0.10
H -7.9918 2.3086 1.6206 -0.02 0.02 0.02
H -9.3978 3.2204 1.0454 0.00 0.00 -0.01
H -8.2884 2.4748 -0.1108 -0.04 0.03 -0.02
H -7.5642 4.7661 1.7948 0.02 0.01 -0.01
H -7.8816 4.9463 0.0668 -0.02 0.04 0.05
H -6.0578 3.5574 -0.2538 -0.02 0.15 -0.06
```
Forces are in eV/Å.

Summary:
Charge   +1
HOMO   -11.67 eV
Total energy   -34280.584 eV
LUMO   -2.86 eV
Kohn-Sham gap   8.809 eV

[3]
A molecular structure, C19H51F3N13O7, computed with ωB97M-V/def2-TZVPD.

XYZ file:
```
93
Properties=species:S:1:pos:R:3:forces:R:3
C 1.8307 -4.8575 1.0113 0.42 -0.02 0.08
O 1.2837 -4.0473 -0.0127 0.43 -0.64 0.19
C 0.0202 -4.4176 -0.4908 -0.61 0.75 -0.76
C -1.0345 -3.3587 -0.1035 -0.05 -0.62 0.73
C -0.6040 -2.4795 1.0853 -0.45 0.62 -0.53
C -0.2858 -1.0548 0.6174 -0.06 -0.45 0.04
C -1.4449 -0.1407 0.2211 0.22 0.11 0.24
C -2.6361 -0.1115 1.1762 0.31 -0.92 0.17
C -3.7594 -1.1168 0.8864 -0.42 0.43 -0.41
C -4.1006 -1.2989 -0.6137 -0.70 -0.09 1.42
C -5.6101 -1.4198 -0.8374 1.27 0.06 -1.38
N -6.0818 -2.8532 -0.7745 -1.05 0.89 0.57
C -6.7031 -3.1574 0.5674 0.11 -1.06 -0.11
C -6.7304 -4.6616 0.8290 -0.32 1.06 -0.17
C -5.4367 -5.1590 1.3846 -1.00 -0.50 -0.66
F -4.4089 -4.7560 0.6386 1.02 0.60 -0.72
F -5.4369 -6.4645 1.3879 0.12 -1.76 -0.17
F -5.2438 -4.7733 2.6072 0.43 1.07 1.73
H 2.7640 -5.2890 0.6615 0.16 -0.18 -0.11
H 2.0643 -4.2710 1.8954 -0.07 0.31 0.12
H 1.1824 -5.6684 1.3294 -0.27 -0.08 -0.14
H -0.3198 -5.4133 -0.2164 0.39 -0.20 0.46
H 0.0897 -4.4249 -1.5763 0.06 -0.13 -0.23
H -1.9552 -3.8678 0.1835 -0.13 -0.23 -0.11
H -1.2820 -2.7826 -0.9864 0.09 0.50 -0.11
H 0.2843 -2.8430 1.5861 0.02 -0.30 -0.06
H -1.3993 -2.4982 1.8195 -0.19 0.17 0.37
H 0.3403 -0.5618 1.3550 0.07 0.12 0.15
H 0.2987 -1.1910 -0.2860 0.50 0.25 -0.10
H -1.0144 0.8533 0.2158 0.03 0.29 -0.19
H -1.6945 -0.3518 -0.8137 -0.31 0.03 -0.13
H -3.0724 0.8727 1.2839 -0.06 0.35 -0.30
H -2.2480 -0.3582 2.1612 0.00 0.11 0.32
H -4.6571 -0.7263 1.3656 -0.14 0.06 0.23
H -3.5970 -2.0896 1.3396 0.33 -0.20 0.06
H -3.6008 -2.2001 -0.9452 0.24 -0.05 -0.60
H -3.7838 -0.4498 -1.1971 0.33 0.18 -0.19
H -6.1743 -0.7758 -0.1803 -0.35 -0.26 0.41
H -5.8064 -1.0760 -1.8471 -0.25 -0.12 -0.24
H -5.3485 -3.5149 -1.0329 0.21 0.15 0.21
H -6.8299 -2.9365 -1.4611 0.10 -0.30 -0.12
H -7.7217 -2.8067 0.5235 -0.19 0.40 0.00
H -6.1579 -2.6319 1.3379 0.18 0.22 0.06
H -6.9609 -5.1851 -0.0905 -0.10 -0.33 -0.11
H -7.5066 -4.8572 1.5574 -0.16 -0.24 0.09
C 4.2392 -1.3291 -0.9667 -0.21 -0.23 0.13
O 4.6981 -0.3119 -1.4657 0.12 0.09 -0.09
N 3.1305 -1.9360 -1.4712 -0.08 -0.31 -0.10
N 4.7863 -1.9177 0.1342 0.19 0.07 0.00
H 2.7148 -2.7685 -1.0887 -0.03 0.03 0.13
H 2.7079 -1.5053 -2.2736 0.00 0.06 0.11
H 5.5994 -1.4821 0.5320 -0.05 0.02 0.03
H 4.4183 -2.7462 0.5608 -0.05 0.03 -0.03
C 0.6840 -0.2767 -3.4851 0.39 0.37 -0.08
O -0.2620 -0.0497 -2.7429 -0.37 -0.16 0.03
N 1.9029 0.2922 -3.2874 -0.20 -0.10 0.04
N 0.5912 -1.1145 -4.5609 -0.12 -0.17 0.03
H 2.6977 0.1285 -3.8775 0.06 0.12 -0.01
H 1.9978 0.9180 -2.5034 0.13 0.11 -0.01
H -0.2969 -1.5469 -4.7317 0.03 0.02 -0.02
H 1.3559 -1.3106 -5.1791 0.01 0.05 0.01
C 4.2244 3.3837 -0.4556 -0.48 -0.47 -0.01
O 5.4285 3.4415 -0.6708 0.28 0.18 0.05
N 3.5388 2.2018 -0.4539 0.83 -0.75 0.23
N 3.4745 4.4876 -0.1850 0.51 0.49 0.25
H 2.5543 2.1432 -0.2687 0.21 0.22 -0.04
H 4.0570 1.3505 -0.6435 0.15 0.31 -0.09
H 3.9466 5.3707 -0.1711 0.09 -0.03 -0.01
H 2.4894 4.4681 -0.0042 0.62 -0.59 -0.33
C 0.2274 3.8247 -0.5468 -2.00 1.47 0.64
O 1.2256 3.1394 -0.6757 -0.66 -0.38 -0.22
N -1.0052 3.3922 -0.9604 0.05 -0.61 -0.29
N 0.2593 5.0680 0.0173 -3.27 -5.34 -0.31
H -1.8499 3.9238 -0.8721 0.12 0.08 0.02
H -1.0369 2.4782 -1.3795 -0.06 0.03 -0.15
H 1.1539 5.4056 0.3268 -0.99 -0.67 0.69
H -0.5491 5.6486 0.1322 -0.12 -0.13 -0.14
C 6.0437 1.5720 3.3103 -0.05 0.15 -0.21
O 5.2623 0.8650 3.9287 -0.01 -0.11 0.09
N 5.7056 2.2142 2.1610 -0.01 -0.02 0.17
N 7.3328 1.7710 3.7289 0.13 -0.07 0.15
H 6.3331 2.7951 1.6345 -0.09 -0.05 -0.16
H 4.7681 2.0901 1.8219 0.03 0.00 -0.12
H 7.6165 1.3113 4.5737 -0.02 0.02 -0.02
H 7.9924 2.3446 3.2389 -0.05 0.00 -0.03
C 1.4111 7.6774 0.1059 0.28 1.26 0.15
O 1.6954 6.4974 -0.0116 4.57 5.60 -0.46
N 1.8683 8.6271 -0.7592 -0.10 -0.36 -0.05
N 0.6133 8.1419 1.1140 -0.05 -0.38 -0.11
H 1.6497 9.6022 -0.6815 -0.05 -0.02 0.02
H 2.4572 8.3172 -1.5107 0.03 0.02 0.00
H 0.2660 7.4678 1.7709 0.05 0.09 0.14
H 0.3694 9.1071 1.2304 0.03 -0.01 -0.03
```
Forces are in eV/Å.

Summary:
Charge   +1
HOMO   -9.83 eV
Total energy   -62384.604 eV
LUMO   -3.09 eV
Kohn-Sham gap   6.742 eV
Relative energy (zero: lowest compared OMol25 entry of this formula, charge and spin)   49.0 kcal per mole